The following is a DFT calculation (ωB97M-V/def2-TZVPD) of a cluster of 2 separate species, C3H7NO2 in total.

Structure (XYZ):
```
13
Properties=species:S:1:pos:R:3
O 0.242 -2.067 -1.217
O -1.731 2.543 -0.268
N 1.192 -0.392 -0.010
C -1.705 1.353 -0.421
C 0.190 -0.180 1.105
C 1.133 -1.307 -0.961
H -2.293 0.702 0.278
H 1.980 0.205 0.175
H -0.713 -0.737 0.947
H 0.483 -0.478 2.038
H -0.912 0.828 -0.961
H 2.123 -1.308 -1.614
H 0.013 0.837 0.908
```

Properties
SMILES: CNC=O.C=O
F_max (eV/A): 4.0
Orbital gap (eV): 10.75
Total charge: 0

Atom charges from the Mulliken analysis, given in e for atoms 1 to 2: number 1, O, carries -0.5279; number 2, O, carries -0.4095

The following is a DFT calculation (ωB97M-V/def2-TZVPD) of the molecule C5H6BrNO.

Structure (XYZ):
```
14
Properties=species:S:1:pos:R:3
Br 2.547 0.983 0.390
O 2.080 -1.556 -0.064
N -1.099 -2.640 0.017
C -0.044 -0.281 0.030
C -0.259 0.502 -1.260
C -0.694 -1.588 -0.064
C -0.580 0.573 1.235
C 1.514 -0.509 0.151
H -1.733 0.654 0.924
H -1.184 0.938 -1.336
H -0.025 1.504 1.237
H -0.153 -0.026 -2.208
H -0.684 0.039 2.266
H 0.313 1.406 -1.317
```

Properties
SMILES: CC(C)(C#N)C(=O)Br
F_max (eV/A): 3.8
Orbital gap (eV): 11.03
Total charge: 0

Atom charges from the Mulliken analysis, given in e for atoms 1 to 2: number 1, Br, carries -0.1128; number 2, O, carries -0.4435

The following is a DFT calculation (ωB97M-V/def2-TZVPD) of a cluster of 2 separate species, C5H11NO in total.

Structure (XYZ):
```
18
Properties=species:S:1:pos:R:3
O 0.650 0.456 -1.919
N -0.231 -0.411 1.263
C 2.419 -0.695 -0.767
C 1.550 0.481 -1.109
C -2.228 0.295 -0.185
C -1.293 -0.790 0.337
C -0.176 0.771 1.712
H -0.882 1.570 1.459
H -1.670 1.043 -0.758
H 2.123 -1.049 0.229
H -1.861 -1.581 0.844
H -0.796 -1.274 -0.513
H -2.965 -0.155 -0.857
H 0.626 1.027 2.408
H 1.765 1.411 -0.541
H 3.473 -0.400 -0.725
H 2.273 -1.496 -1.496
H -2.777 0.797 0.620
```

Properties
SMILES: C=NCC.CC=O
F_max (eV/A): 0.5
Orbital gap (eV): 10.78
Total charge: 0

Atom charges from the Mulliken analysis, given in e for atoms 1 to 2: number 1, O, carries -0.4837; number 2, N, carries -0.3820

The following is a DFT calculation (ωB97M-V/def2-TZVPD) of a cluster of 2 separate species, C9H11N3 in total.

Structure (XYZ):
```
23
Properties=species:S:1:pos:R:3
N 2.016 -2.325 -0.514
N 1.847 2.334 -1.045
N 1.772 1.042 -1.412
C -1.480 -0.107 1.389
C 1.902 2.301 0.284
C 1.794 -1.204 -0.394
C -1.374 -0.058 -0.968
C -1.775 -1.575 0.960
C -1.413 -1.527 -0.529
C 1.807 0.972 0.822
C -1.339 0.675 0.341
C 1.823 0.167 -0.333
H -2.102 -2.172 -1.153
H -0.300 -1.843 -0.450
H -2.867 -1.600 1.277
H -1.068 -2.330 1.448
H -0.441 0.233 -1.441
H -1.371 0.301 2.387
H -1.078 1.634 0.461
H 1.854 0.730 -2.376
H 1.855 0.747 1.890
H 2.120 3.256 0.850
H -2.184 0.349 -1.496
```

Properties
SMILES: N#Cc1ccn[nH]1.C1=CCCC1
F_max (eV/A): 4.1
Orbital gap (eV): 9.25
Total charge: 0

Atom charges from the Mulliken analysis, given in e for atoms 1 to 2: number 1, N, carries -0.5316; number 2, N, carries -0.7988

The following is a DFT calculation (ωB97M-V/def2-TZVPD) of a structure of composition Ca2H6N4O15.

Structure (XYZ):
```
27
Properties=species:S:1:pos:R:3
Ca 2.270 2.101 2.150
Ca -2.115 -4.320 1.536
O 0.294 0.433 -0.297
O 0.417 -0.761 -1.937
O -5.713 -1.660 4.151
O -3.799 -1.539 3.228
O -0.719 -1.357 -0.237
O 3.964 -0.939 1.609
O -2.748 2.052 2.411
O -3.967 -0.804 5.086
O 1.130 5.966 -1.571
O 3.466 -3.015 -3.400
O -0.118 4.947 -0.049
O -0.992 5.768 -1.656
O 4.464 -2.717 0.579
O -0.740 -0.817 -5.824
O 5.402 -2.291 2.437
N -4.536 -1.304 4.149
N -0.053 -0.559 -0.848
N 0.050 5.575 -1.082
N 4.566 -1.972 1.550
H 2.951 -2.310 -3.007
H 3.923 -2.599 -4.132
H -1.595 -1.024 -5.448
H -2.830 1.099 2.441
H -2.657 2.314 3.327
H -0.316 -0.265 -5.167
```

Properties
F_max (eV/A): 7.0
Orbital gap (eV): 1.42
Total charge: 0

Atom charges from the Mulliken analysis, given in e for atoms 1 to 2: number 1, Ca, carries 1.6786; number 2, Ca, carries 1.7416

The following is a DFT calculation (ωB97M-V/def2-TZVPD) of a cluster of 7 separate species, C20H39N4O12 in total.

Structure (XYZ):
```
75
Properties=species:S:1:pos:R:3
O -1.110 -3.304 2.875
O 0.696 1.749 0.047
O 2.239 3.368 -1.137
O -1.925 2.449 2.534
O -3.169 0.744 3.339
O -0.907 0.715 3.431
O -0.930 1.226 -1.824
O 0.735 0.169 -1.460
O -2.759 -2.748 -1.153
O 0.237 -3.337 1.131
O 2.944 -2.869 -2.569
O 1.122 -3.573 3.062
N -0.677 -1.911 -1.546
N 1.989 4.588 0.677
N -2.687 2.223 -0.839
N 2.557 -3.580 -0.504
C 1.938 -2.390 -0.033
C -0.578 2.761 2.276
C 0.299 -0.483 0.809
C 2.267 4.433 -0.602
C 3.737 -5.008 -2.054
C 2.360 5.761 -1.356
C 0.151 -3.469 2.398
C -2.301 1.907 0.503
C -1.957 1.840 -1.901
C -1.997 -1.821 -1.255
C -2.059 1.226 3.094
C 0.034 -3.194 -1.820
C -1.048 -3.288 0.640
C -2.470 -0.386 -1.064
C 1.706 3.525 1.655
C 0.616 0.551 -0.292
C -1.951 -3.147 1.811
C -2.449 2.371 -3.189
C 3.040 -3.722 -1.709
C 0.120 1.562 2.914
H 1.405 6.286 -1.387
H -1.317 -2.475 -0.034
H -0.344 2.626 1.220
H -0.174 3.763 2.422
H 2.412 5.385 -2.378
H 1.113 2.705 1.251
H -1.233 1.714 0.605
H -0.142 -1.054 -1.530
H 0.369 -3.662 -0.894
H -3.006 1.596 -3.714
H 3.195 6.387 -1.040
H 0.787 -3.102 -2.602
H -2.480 -2.194 1.794
H -1.688 0.167 -0.543
H -1.635 2.676 -3.846
H 1.299 -1.943 -0.795
H 2.248 5.489 1.053
H 1.367 -2.495 0.889
H 2.701 3.144 1.888
H -2.635 2.592 1.282
H 3.040 -5.809 -2.303
H 4.393 -4.765 -2.890
H -2.629 -3.999 1.757
H 1.213 3.900 2.552
H 2.244 -4.463 -0.127
H -0.740 -3.850 -2.220
H 2.652 -1.610 0.229
H -2.853 1.035 0.855
H 0.756 1.830 3.758
H -2.646 0.154 -1.995
H 0.716 1.008 2.189
H -3.394 2.932 -0.966
H 4.377 -5.363 -1.246
H 1.088 -0.508 1.560
H 0.168 -1.466 0.356
H -1.326 -4.242 0.192
H -3.112 3.233 -3.111
H -0.644 -0.314 1.330
H -3.359 -0.245 -0.448
```

Properties
F_max (eV/A): 5.6
Orbital gap (eV): 7.81
Total charge: -1

Atom charges from the Mulliken analysis, given in e for atoms 1 to 2: number 1, O, carries -0.3793; number 2, O, carries -0.7402

Q: The highest F_max belongs to which entry?
A: Ca2H6N4O15

Q: What is the total charge in the fourth record?
A: 0

Copy entry 1 word for word.
The following is a DFT calculation (ωB97M-V/def2-TZVPD) of a cluster of 2 separate species, C3H7NO2 in total.

Structure (XYZ):
```
13
Properties=species:S:1:pos:R:3
O 0.242 -2.067 -1.217
O -1.731 2.543 -0.268
N 1.192 -0.392 -0.010
C -1.705 1.353 -0.421
C 0.190 -0.180 1.105
C 1.133 -1.307 -0.961
H -2.293 0.702 0.278
H 1.980 0.205 0.175
H -0.713 -0.737 0.947
H 0.483 -0.478 2.038
H -0.912 0.828 -0.961
H 2.123 -1.308 -1.614
H 0.013 0.837 0.908
```

Properties
SMILES: CNC=O.C=O
F_max (eV/A): 4.0
Orbital gap (eV): 10.75
Total charge: 0

Atom charges from the Mulliken analysis, given in e for atoms 1 to 2: number 1, O, carries -0.5279; number 2, O, carries -0.4095